This record from the OMol25 dataset describes a 18-piece molecular cluster, C88H213N25O24 overall at a distorted geometry. The level of theory is ωB97M-V with the def2-TZVPD basis set.

Calculated values
LUMO energy	0.41	eV
HOMO level	-7.8	eV
net charge	0
Kohn-Sham gap	8.2	eV

Each line ends with the Mulliken charge.
Atoms and positions in Å:
H (2.97628, 3.66910, 7.59281)  0.246
N (-0.32322, 3.72452, -4.09415)  -0.276
H (9.74749, 0.42360, -2.28879)  0.469
H (-4.59036, 0.80630, -2.21432)  -1.313
H (-3.60560, -3.90305, -1.32380)  -0.031
N (8.01254, -1.09564, -3.39502)  -0.208
O (5.57846, -1.16354, -1.87432)  1.899
O (6.77467, 2.36098, 3.14579)  -0.649
H (-2.15198, -3.94499, 5.82229)  0.805
H (-9.26339, -0.08471, 0.15180)  0.247
C (-3.83290, 2.91366, 4.31285)  1.254
H (-10.21306, 3.62849, 0.50633)  0.285
C (-2.15514, -0.33506, -0.42504)  0.802
H (4.37396, -5.14335, -0.17593)  0.383
H (8.78266, 2.66472, -0.15896)  0.142
C (-3.34165, 3.31756, 5.67306)  -1.723
H (1.28006, 0.18256, 6.21814)  0.039
H (-6.57396, 2.95832, -3.91138)  0.215
C (-4.65607, 2.89157, -2.81527)  0.455
H (5.92836, 1.23566, 6.00064)  0.412
H (1.82759, -2.70036, 5.72608)  0.721
H (-10.51030, 1.03745, -0.53021)  0.297
H (-0.27465, 4.06839, -5.03424)  0.327
H (1.93302, 4.91990, 2.50017)  -0.474
H (7.90250, 3.53243, -5.64802)  0.573
N (-4.89197, 1.75528, -1.91497)  2.238
H (4.90378, 6.02807, -0.17566)  0.214
H (8.06765, -3.68281, -3.76094)  0.307
H (-6.50905, -0.46350, 4.79412)  0.221
C (2.51822, 0.32575, -0.25091)  -0.465
O (4.18144, 3.49123, 1.59459)  -0.041
H (-1.10389, 4.14405, -3.57844)  0.182
H (-1.80715, -8.19557, 1.80616)  0.470
C (3.06264, 3.78530, 6.50145)  -0.629
C (-10.03885, 2.93001, 1.32484)  -0.829
H (-8.01310, 0.21615, -9.15475)  0.424
H (-2.47232, 3.99586, 5.58299)  0.356
C (-2.89925, 2.11402, 6.59099)  2.016
H (2.87776, -0.06346, 2.13868)  -0.739
O (-3.54721, -0.08435, 7.16282)  -0.220
H (-10.93862, 2.52690, 1.68579)  0.564
H (8.46815, 0.48296, -1.11381)  0.152
C (-1.36686, 1.61783, 0.86672)  0.606
N (-3.18872, -1.30399, -3.03477)  0.040
H (-2.99253, 2.57641, 3.75658)  -1.013
C (-6.11433, 0.73195, -0.12087)  0.050
H (-2.01630, 0.24539, -1.36033)  -0.389
O (5.87360, 3.81311, -5.86857)  -0.405
H (-6.19069, 0.08287, -12.14788)  0.221
O (-3.59942, 0.60014, -4.26748)  -0.117
C (-3.01446, -0.45664, -4.10917)  -0.428
H (0.71939, -3.92840, 0.55012)  0.042
H (-3.12580, -3.77477, 7.62408)  0.291
H (4.28097, -1.79760, -5.67260)  -0.498
H (-6.83942, 0.67574, -6.84203)  0.269
H (9.07870, 4.04133, -1.23554)  0.292
H (0.98660, 2.48704, -0.04001)  -1.032
C (4.54424, 1.27139, -6.83050)  -1.375
H (4.48522, 1.61332, 2.82652)  -0.301
H (1.18470, -5.34730, 6.42007)  0.478
H (1.73836, 5.88276, 4.79946)  0.331
H (0.03822, 5.24439, 4.67926)  0.236
H (-0.98421, -3.42522, 10.54158)  0.486
H (-0.28052, 5.23769, 0.67273)  0.018
C (-6.94682, 0.07222, -11.33744)  -0.687
H (6.60551, 4.94673, -4.43085)  0.387
H (-2.20331, -3.37335, 1.06517)  -0.102
H (-0.67295, 2.29067, -2.05056)  -0.141
C (-5.77374, -1.62365, 0.31940)  -0.730
C (-8.08226, -1.01423, -3.64009)  -0.430
C (-1.37862, -0.66497, 1.92408)  0.405
H (0.57398, -6.98305, -1.71872)  0.546
C (-5.98026, 0.10495, 5.61537)  -2.289
H (-0.68417, -6.90610, 7.27105)  0.435
H (-2.45638, 1.94305, 8.61725)  0.486
H (4.36780, 2.28905, -7.21937)  0.586
H (1.88967, -6.30811, -0.79413)  0.295
H (-1.35595, -1.49780, 7.07811)  0.015
H (-3.47082, 3.47795, -5.64453)  0.052
H (1.42190, 0.29658, 2.98149)  -0.003
H (7.16507, 2.48952, 5.52090)  0.202
C (4.80999, 4.30818, 0.92228)  -0.362
N (5.99251, 0.83707, -6.91860)  -0.011
H (-0.74294, -0.37638, 2.75547)  -0.141
C (7.89226, -3.13937, -4.73133)  -1.419
H (-7.54492, -1.50220, -7.44609)  0.363
H (4.88189, 5.29806, -4.77867)  0.237
H (-0.03586, -5.62137, 5.26810)  0.198
N (0.13558, 0.09839, 0.07610)  1.080
C (-6.16861, -1.14104, -5.08239)  1.385
H (2.71445, -3.14988, -1.72515)  -0.664
C (-0.12106, -3.59714, 5.99927)  2.321
H (-1.84946, -0.26599, -5.66486)  0.350
H (1.56897, -5.29750, 1.08820)  0.802
H (-3.95869, -1.04923, -2.41569)  -0.361
C (3.70934, -3.28291, -2.16167)  -0.928
O (-0.16125, -1.07929, -3.13527)  1.923
C (-0.44401, -7.29510, 0.44537)  -1.421
H (6.67446, -3.43462, -2.46562)  -0.525
C (5.63220, -3.95102, 1.16988)  -1.135
O (-5.61523, -0.55959, -0.53379)  0.419
C (0.99822, -2.96520, 5.15081)  -2.615
H (6.87436, 0.28445, 1.09725)  1.084
H (-5.37966, 6.45441, 1.64733)  0.664
H (5.32262, -4.59181, 2.01956)  0.457
H (9.01981, -1.26760, -3.67311)  0.385
O (3.70960, 0.17913, -4.86905)  1.176
H (7.49537, -1.31477, -5.47835)  0.282
H (8.01707, -1.20360, -0.49586)  0.149
H (-3.05211, -7.29656, -0.33199)  0.330
H (-6.62522, 6.06146, 0.53147)  0.347
C (3.20047, -0.02074, 6.77169)  0.213
H (-7.37686, 3.66680, 1.18677)  0.062
H (10.34441, 2.89170, -0.97127)  0.287
H (6.10264, -2.20502, 2.46369)  0.621
H (-4.91777, 3.48097, -6.72965)  0.115
H (-0.42816, 3.34832, 1.92382)  0.399
H (9.68581, -4.13744, -7.19541)  0.276
O (-9.15905, 1.88953, 0.86883)  -0.130
C (-0.20418, 2.37890, -4.01471)  -0.092
H (-5.35047, 2.15807, -4.70992)  -0.054
N (6.49890, 1.78026, 5.28800)  -0.345
H (-7.69512, 6.10338, 2.72149)  0.436
H (0.15886, -4.83936, 1.89627)  -0.339
C (4.53261, -4.10445, 0.11548)  -1.301
C (-5.78074, -1.72147, -6.44405)  -1.199
H (-9.13370, -1.36438, -3.59523)  0.302
H (6.53457, 3.50861, 1.44394)  0.294
N (3.98099, -2.71630, -5.95567)  0.302
C (-6.10146, 5.72807, 1.39519)  -1.077
C (3.84888, 1.41264, -5.45465)  0.294
O (2.89354, -4.05419, -7.43358)  -0.708
O (1.75098, 3.45293, 5.98613)  -0.406
H (6.98589, 2.53306, -7.75416)  0.378
C (-5.49755, 3.00268, -4.10504)  0.092
C (-1.20330, 0.16388, 0.69718)  2.142
H (-0.64008, -7.93662, -0.39074)  0.481
O (4.30911, 0.37325, 6.62898)  -0.624
C (0.88508, -6.08438, -1.19017)  -1.598
H (-5.69506, -2.48970, -0.29313)  0.155
H (3.60280, -3.73945, 0.52967)  -0.032
H (-7.43191, -0.94283, -11.36724)  0.251
H (-6.95317, 1.20656, -2.11461)  -0.849
H (-6.73599, 0.75988, 6.01986)  0.480
H (7.56762, -2.94926, -0.40589)  0.174
H (3.92095, 3.23560, 6.09865)  0.167
H (-3.59008, 2.88662, -3.12685)  -0.854
H (-1.54171, 1.15237, 5.19080)  -0.320
C (-6.18560, 1.59416, -1.35869)  -0.204
H (0.60975, 5.93085, -1.70038)  0.353
H (1.49045, -1.19013, 2.08942)  -0.071
C (1.32922, 0.57526, 0.76629)  3.174
O (-5.26399, 4.17024, -4.79178)  -0.495
C (-4.38605, 4.09554, -5.89515)  -0.283
C (-4.13603, 4.83380, 0.32341)  -0.846
H (-4.92954, -1.68603, 1.00808)  -0.179
C (0.44849, -1.58505, -4.10157)  -1.719
H (1.12958, 7.35689, 2.23916)  0.236
H (-5.78482, 2.53589, 5.09229)  0.584
H (0.89581, 3.01830, 4.22870)  -0.602
H (-4.84332, 3.80806, -2.24199)  0.156
C (-0.30495, 2.24119, 1.73182)  -0.527
H (-7.98794, 0.07004, -3.57073)  0.260
N (-2.28051, -0.97984, -5.09906)  -0.100
H (8.02679, 1.49317, -6.80295)  0.401
C (-0.91087, -5.83461, 7.11092)  -0.673
C (6.01923, -1.59181, 0.37841)  1.276
H (1.77764, -1.18682, 7.56499)  -0.150
C (6.01085, -0.06531, 0.59857)  -0.638
H (-2.45164, -0.65715, 2.19751)  -0.624
C (6.97362, 1.96990, -6.80242)  -1.219
O (0.37189, -1.26302, -0.28850)  1.914
H (3.21634, -2.14842, -8.98518)  0.236
H (6.53256, -1.22393, -2.00983)  -0.567
N (2.70758, -0.84801, 7.76357)  -0.201
H (-1.78280, -2.35659, 5.11708)  -0.384
H (2.85398, 1.85576, -5.60398)  0.202
C (0.10995, -5.14484, 6.19165)  -1.206
O (-7.58591, -1.39393, -4.94466)  -0.513
H (-1.95253, -1.41073, -0.52396)  -0.844
H (2.52832, 3.40881, 4.07349)  0.172
H (6.72868, 5.15056, 1.04367)  0.254
H (-3.90191, 2.97030, 8.23048)  0.550
H (-4.07089, 3.68591, 3.64343)  0.461
C (7.89980, 0.35939, -3.22872)  0.638
C (9.07263, -3.32237, -6.78827)  -0.735
H (-0.31090, 0.79703, -2.85558)  -1.155
C (-1.66109, -7.22412, 1.40426)  -0.124
C (-6.43329, 0.15100, -7.72534)  -0.417
H (-10.64288, 0.44361, 1.15276)  0.355
N (2.18348, 0.32189, 5.82359)  0.576
C (1.39780, 5.45534, -1.09593)  -0.906
H (3.73336, -4.19646, -2.77432)  0.819
H (2.38217, 5.42430, -1.51273)  0.648
N (4.82853, 1.33749, 3.72574)  0.472
C (-0.96249, -3.66378, 8.46585)  1.699
H (-0.36714, 6.60898, 2.77173)  0.522
O (-6.28372, 0.29973, -10.10540)  -0.322
C (-3.68782, -4.94065, -0.92634)  -1.965
C (-7.13667, 5.24074, 2.35106)  -0.273
H (3.32785, 1.06936, -0.14527)  0.288
H (-0.81411, 2.44761, 6.06139)  0.189
H (-7.05199, 1.77358, -9.07868)  0.269
O (8.79930, 2.25114, -2.24328)  -0.307
C (5.54895, -2.43525, 1.56819)  -0.683
C (0.61212, -4.91006, 0.91706)  -1.151
O (9.06841, -3.21383, -5.39410)  -0.459
H (5.17499, 0.32333, 1.20752)  -1.113
H (-6.70551, 4.66921, 3.13044)  -0.022
H (4.44840, 1.99841, -4.76463)  0.029
C (-2.84911, 2.71041, 8.00496)  -2.167
H (8.24838, 0.86721, -4.16534)  0.409
H (-0.87787, -3.46754, -0.65714)  0.079
C (-2.87160, -6.70030, 0.61421)  -1.674
C (6.06090, -4.04219, -1.85653)  -1.600
H (3.24412, 4.83425, 6.31816)  0.335
H (6.88827, 0.70007, -3.06130)  -0.655
H (-4.65548, -5.26869, -0.58975)  0.507
H (-7.11162, 0.65176, 0.33083)  0.261
H (-5.39464, 0.44436, -7.56756)  0.344
C (5.64662, 4.48058, -4.66299)  -0.555
H (-1.86942, -1.90658, -4.90872)  0.146
C (1.01685, 2.06746, 0.98340)  0.141
H (3.79753, 0.90043, -2.83756)  0.704
C (1.75940, -0.13208, 2.07437)  -0.371
N (4.24803, 5.31965, 0.17071)  -0.081
H (-5.85544, -0.13815, -4.95989)  -0.791
C (-0.37901, -3.02451, 9.75000)  -1.952
C (-9.90829, 0.77479, 0.35706)  -0.876
C (0.56047, 6.37906, 2.26902)  -0.990
H (1.35411, 4.39853, -0.98489)  0.182
H (1.02224, -5.21751, -1.86724)  -0.091
H (-3.23006, -0.22584, -0.06630)  -0.767
C (8.79861, 0.85673, -2.10701)  -0.658
H (1.58101, -1.31269, -5.70205)  0.102
H (-1.50513, -6.51272, 2.22968)  -0.049
H (2.15967, 0.45127, -1.30891)  -1.409
N (5.13703, -1.89012, -0.76632)  0.479
N (-1.37015, -5.39134, -0.63669)  -0.205
H (-2.89555, 0.42704, 3.97775)  -0.847
H (5.37319, 3.81609, -3.78382)  0.063
C (9.24738, 2.97504, -1.10461)  -0.603
H (-1.14747, -1.68043, 1.65200)  -0.883
H (0.77984, 0.16047, -5.30160)  0.229
O (-1.20679, -4.17642, -1.34078)  -0.281
C (-3.72160, -0.20313, 4.46256)  -1.213
H (6.75405, 2.41639, -4.77270)  0.008
H (-3.66990, -5.47768, -1.83496)  0.558
C (-9.15328, 3.76746, 2.24010)  -0.484
H (-1.36562, 2.18443, -0.04802)  -0.719
H (-3.60530, 3.88981, 0.15249)  -0.066
C (6.95532, 2.97699, -5.70155)  0.112
C (3.46118, -2.99519, -7.19562)  0.433
H (-3.72474, -6.69342, 1.20459)  0.574
N (3.64170, -2.01233, -8.06332)  -0.275
H (0.59261, -3.54401, -3.27033)  -0.112
H (-2.93648, -3.77421, 9.34256)  0.607
C (-5.06595, 2.01207, 4.46540)  -2.281
H (4.14589, 1.31887, 4.46968)  0.104
H (-2.35326, 1.79998, 1.28958)  0.485
N (-3.98981, 1.14709, 6.55472)  -0.276
C (-2.65497, -4.31404, 1.29877)  -0.793
H (-2.18670, -4.73334, 2.16786)  -0.280
H (-1.35429, -5.61618, 9.23273)  0.511
H (-1.88440, -5.73760, 6.65868)  0.404
H (1.40920, -3.55910, 4.31099)  0.409
H (6.65159, -4.71019, -1.14148)  0.399
H (-3.84573, 0.14635, 8.07584)  0.361
H (-0.29530, 1.86597, 2.76329)  -0.856
H (-2.19128, 3.55752, 8.02052)  0.320
C (4.84285, -3.29579, -1.10873)  2.443
H (-5.82963, -0.59446, 6.36267)  0.598
H (0.46858, -7.78322, 0.91322)  0.346
C (0.25409, 6.13386, 0.81764)  -0.232
H (-6.46169, 2.65594, -0.99401)  0.542
H (7.08591, -3.68713, -5.23739)  0.563
O (-5.30211, 4.59969, 1.04126)  0.338
O (-0.41408, -1.63598, 7.22295)  0.418
H (-6.77268, -1.58246, 0.77841)  0.385
H (7.94280, -2.03109, 1.10178)  0.519
H (-4.21898, 5.13500, -6.18497)  0.288
C (-7.06792, 0.66874, -9.00417)  -0.717
H (-5.57570, 1.69176, 3.57332)  0.276
H (9.53872, -2.49287, -7.25297)  0.316
C (-0.09680, -5.88446, -0.09992)  1.905
H (3.94064, -2.47946, -2.84768)  -0.509
C (-4.69109, 0.78234, 5.28940)  3.019
H (-1.05319, 0.82076, 6.85501)  0.027
H (3.90957, 0.59144, -7.44906)  0.093
H (-4.10383, 3.89199, 6.24611)  0.253
C (7.33694, -1.78234, -4.48946)  0.663
H (3.36454, 5.68041, 0.41748)  0.256
H (6.57555, -4.28090, 0.73353)  0.503
H (-1.26637, -3.69282, 4.20658)  -0.543
H (-2.43014, -1.94050, -2.82820)  -0.018
C (6.07379, 1.87816, 4.02274)  0.111
H (5.59238, -4.82237, -2.52406)  0.642
O (0.37413, 1.82603, -4.97755)  -0.859
C (1.10102, 5.14325, 4.34749)  -0.480
H (-5.61029, -1.85105, -4.40451)  0.297
C (3.20594, 0.26899, -3.50608)  -1.091
C (-2.50407, -3.40606, 8.43601)  -1.674
H (-3.68600, -4.15243, 1.56592)  0.692
N (-6.56230, -1.25491, -7.60324)  -0.327
H (-2.78789, -2.35913, 8.52096)  0.337
H (2.28514, 1.35362, 5.72183)  -0.223
H (8.04471, -3.43077, -7.22172)  0.265
N (0.69814, -2.98484, -4.10470)  -0.295
H (-5.82865, -2.82251, -6.35887)  0.392
C (-0.73264, -5.13842, 8.49220)  -1.368
H (0.49867, -1.27042, -1.24804)  -0.898
H (1.89600, 2.57500, 1.44013)  -0.048
H (-5.47353, 1.23836, 0.62699)  -0.431
H (2.78978, -0.69893, -0.23865)  -0.023
C (1.61698, 3.73926, 4.61654)  0.770
H (-7.68832, 0.90056, -11.49982)  0.303
H (-7.47399, -1.42611, -2.80560)  0.052
H (-3.40545, 5.50652, 0.84991)  0.395
N (-7.98687, 4.36088, 1.58018)  -0.217
H (-0.30964, 6.91491, 0.35327)  0.586
H (6.15998, 0.12399, -6.22758)  0.001
H (6.04284, 0.53148, -0.30806)  -0.143
C (-2.60512, -5.31660, 0.09539)  2.063
H (-4.09701, -0.83059, 3.66162)  0.722
N (-0.09949, -2.99195, 7.33654)  -0.136
C (-1.50997, 1.58242, 6.20140)  -0.441
N (6.19814, 4.27022, 0.81459)  -0.425
H (-3.26460, -0.81122, 5.23492)  0.317
H (-0.31059, -1.96394, 9.73304)  0.263
H (-8.92193, 3.10377, 3.13706)  0.141
H (4.42341, -1.42508, -8.00520)  0.184
H (0.28663, -5.41895, 8.77984)  0.408
H (1.47176, -3.35159, -4.62687)  0.239
H (0.57856, -2.07754, 4.68910)  0.230
H (3.12784, -0.73135, -3.08141)  -0.195
N (0.84596, -0.89817, -5.20268)  0.061
H (-4.71393, -1.43924, -6.71585)  0.330
H (2.16091, 0.75870, -3.53055)  0.071
N (1.02818, 5.17462, 2.89557)  0.675
C (-1.41690, -3.41721, 5.26429)  -0.721
H (-9.71560, 4.62163, 2.68069)  0.467
O (1.49438, 6.12283, 0.13780)  -0.555
H (3.25573, -1.23268, 8.51127)  0.239
H (3.90005, -3.47823, -5.31635)  0.085
H (6.27055, -1.77428, -4.22826)  -0.213
C (7.47103, -1.96363, 0.07508)  -1.713
H (4.47509, -2.16435, 1.77073)  -0.345
H (-4.37591, 5.24332, -0.67265)  0.343
H (0.63755, -3.51044, 9.83345)  0.367
N (-0.56747, 1.73871, -2.86779)  1.270